Density functional theory data (ωB97M-V with the def2-TZVPD basis set) for a molecular structure, C12H8Cl2N15O5RuSSe.

XYZ file:
```
45
C12H8Cl2N15O5RuSSe, DFT ωB97M-V with the def2-TZVPD basis set
Ru -0.770 -0.087 -0.359
N -1.996 3.152 -0.255
C -2.072 2.399 0.880
N -2.549 2.846 2.028
N -2.415 1.798 2.876
N -1.870 0.799 2.291
N -1.650 1.138 0.993
C -1.361 2.756 -1.414
N -1.275 3.520 -2.482
N -0.609 2.749 -3.375
N -0.325 1.604 -2.871
N -0.782 1.576 -1.597
H -2.318 4.101 -0.206
Se 2.976 -3.148 0.963
N 3.748 -1.917 1.991
C 2.956 -0.870 1.948
C 3.216 0.373 2.609
C 2.324 1.362 2.430
C 1.159 1.164 1.610
N 0.858 0.051 1.017
C 1.754 -1.001 1.148
N 1.592 -2.141 0.535
H 4.115 0.487 3.198
H 2.460 2.340 2.869
H 0.477 1.987 1.477
N -3.730 -4.521 3.206
C -2.801 -4.129 2.630
N -1.686 -3.814 2.007
C -1.520 -2.701 1.375
N -1.219 -1.751 0.784
C -2.726 -3.046 -1.877
S -2.052 -1.478 -2.371
O -2.410 -1.308 -3.749
O -2.613 -0.454 -1.433
O -0.608 -1.517 -2.057
H -3.698 -3.160 -2.350
H -2.810 -3.075 -0.796
H -2.038 -3.815 -2.222
Cl 4.803 0.230 -0.844
C 3.698 1.177 -1.903
Cl 3.684 0.498 -3.537
C 2.290 1.212 -1.239
O 2.056 2.270 -0.631
O 1.625 0.167 -1.342
H 4.113 2.175 -1.956
```

Values from the calculation:
- Highest occupied orbital energy (spin up / spin down): -2.9891 / -2.9459 eV
- Total charge: -2
- Gap between HOMO and LUMO (spin up / spin down): 6.326 / 6.256 eV
- 2S+1: 2

Density functional theory data (ωB97M-V with the def2-TZVPD basis set) for a single C12H8ClNO2S4 molecule.

XYZ file:
```
28
C12H8ClNO2S4, DFT ωB97M-V with the def2-TZVPD basis set
O 0.962 1.634 1.184
O 1.671 0.338 3.180
Cl -6.878 0.556 -3.257
N -1.171 -0.596 -0.092
S -1.540 -0.935 2.498
S -5.194 -0.007 -0.784
S 4.469 -0.612 1.965
C -0.534 -0.808 1.034
C 5.777 0.025 0.966
C -2.884 -0.661 1.459
C -5.337 0.226 -2.533
C 5.348 0.947 0.054
C -4.151 0.205 -3.193
C -3.021 -0.075 -2.256
C 3.914 1.206 0.157
C -2.533 -0.553 0.112
C -3.456 -0.242 -0.960
C 3.343 0.408 1.131
C 0.923 -1.033 0.986
S 1.638 0.433 1.701
H 6.805 -0.306 1.091
H -3.909 -0.555 1.806
H 5.938 1.400 -0.722
H -4.015 0.378 -4.264
H -1.974 -0.195 -2.508
H 3.311 1.942 -0.348
H 1.199 -1.903 1.614
H 1.297 -1.219 -0.022
```

Values from the calculation:
- Highest occupied orbital energy: -8.2139 eV
- SMILES: O=S(=O)(Cc1nc(-c2ccc(Cl)s2)cs1)c1cccs1
- Gap between HOMO and LUMO: 8.248 eV

Density functional theory data (ωB97M-V with the def2-TZVPD basis set) for a molecular structure, C12H8CrN3O3.

XYZ file:
```
27
C12H8CrN3O3, DFT ωB97M-V with the def2-TZVPD basis set
Cr -0.078 0.000 -0.028
O 2.962 1.933 -0.151
C 1.892 1.320 -0.114
N 1.694 0.000 -0.109
C 1.892 -1.320 -0.114
O 2.961 -1.933 -0.152
C 0.553 -2.242 -0.069
C 0.879 -3.595 -0.084
C -0.119 -4.553 -0.059
C -1.450 -4.155 -0.027
C -1.727 -2.801 -0.021
N -0.802 -1.853 -0.034
C 0.554 2.242 -0.068
C 0.879 3.595 -0.083
C -0.119 4.553 -0.058
C -1.450 4.154 -0.028
C -1.727 2.801 -0.022
N -0.801 1.853 -0.034
H 1.918 -3.884 -0.112
H 0.143 -5.604 -0.065
H -2.254 -4.878 -0.007
H -2.748 -2.438 0.007
H 1.918 3.885 -0.110
H 0.143 5.604 -0.065
H -2.254 4.878 -0.008
H -2.748 2.438 0.005
O -0.112 0.000 1.608
```

Values from the calculation:
- Highest occupied orbital energy (spin up / spin down): -1.2146 / -4.7941 eV
- Total charge: -1
- Gap between HOMO and LUMO (spin up / spin down): 3.879 / 7.574 eV
- 2S+1: 5

Density functional theory data (ωB97M-V with the def2-TZVPD basis set) for a molecular structure, C12H8CuN2O4Se.

XYZ file:
```
28
C12H8CuN2O4Se, DFT ωB97M-V with the def2-TZVPD basis set
O 0.122 -3.274 -3.612
C 0.122 -2.126 -3.597
Cu 0.123 -0.315 -3.574
O -2.596 -0.313 -6.826
C -1.854 -0.324 -5.945
C 1.903 -0.312 -3.889
O 3.037 -0.310 -4.090
C 0.123 1.496 -3.551
O 0.123 2.644 -3.536
C 1.807 -0.095 0.139
N 0.486 -0.066 0.765
C -0.711 -0.371 0.187
Se -0.994 -0.987 -1.429
N -1.737 -0.272 1.064
C -1.176 0.096 2.222
C -1.806 0.298 3.447
C -1.000 0.655 4.540
C 0.396 0.800 4.381
C 1.003 0.586 3.124
C 0.175 0.229 2.052
H 2.023 -1.118 -0.232
H 2.599 0.187 0.863
H 1.834 0.620 -0.707
H -2.746 -0.478 0.889
H -2.876 0.174 3.555
H -1.456 0.813 5.510
H 1.002 1.072 5.235
H 2.073 0.691 3.017
```

Values from the calculation:
- Highest occupied orbital energy (spin up / spin down): -15.9448 / -16.0263 eV
- Total charge: +2
- Gap between HOMO and LUMO (spin up / spin down): 8.415 / 5.491 eV
- 2S+1: 2

Density functional theory data (ωB97M-V with the def2-TZVPD basis set) for a molecular structure, C12H8F6N2O4S3Sr.

XYZ file:
```
36
C12H8F6N2O4S3Sr, DFT ωB97M-V with the def2-TZVPD basis set
Sr -1.557 -0.630 0.242
C 1.351 0.996 0.080
C 1.641 -0.212 -0.770
C 2.928 -0.404 -1.309
C 3.164 -1.519 -2.053
C 2.136 -2.458 -2.282
C 2.361 -3.618 -3.054
C 1.334 -4.495 -3.247
C 0.070 -4.248 -2.687
C -0.209 -3.132 -1.923
S -1.842 -2.948 -1.293
C 0.863 -2.204 -1.713
N 0.661 -1.072 -0.963
H 2.130 1.749 -0.019
H 1.297 0.731 1.139
H 0.413 1.480 -0.210
H 3.700 0.329 -1.124
H 4.142 -1.703 -2.483
H 3.343 -3.789 -3.476
H 1.482 -5.391 -3.836
H -0.731 -4.956 -2.854
F -3.202 1.305 4.252
C -1.945 1.568 4.603
F -1.893 2.744 5.208
F -1.516 0.623 5.433
S -0.883 1.581 3.098
O -1.131 0.263 2.515
O 0.444 1.854 3.533
N -1.444 2.756 2.240
S -2.639 2.742 1.228
O -3.895 3.148 1.759
O -2.648 1.563 0.362
C -2.079 4.095 0.112
F -1.954 5.228 0.783
F -2.986 4.244 -0.847
F -0.908 3.781 -0.445
```

Values from the calculation:
- Highest occupied orbital energy: -7.5986 eV
- Gap between HOMO and LUMO: 7.224 eV

Density functional theory data (ωB97M-V with the def2-TZVPD basis set) for 2 unconnected molecules or ions with the total composition C12H8FN3O3S2.

XYZ file:
```
29
C12H8FN3O3S2, DFT ωB97M-V with the def2-TZVPD basis set
O -0.968 -0.571 1.839
C -0.708 0.039 0.671
C -1.017 -0.881 -0.691
C -1.032 -0.332 -2.079
F -1.312 -1.185 -3.281
C -0.725 1.264 -2.301
O -1.029 1.768 -3.524
C -0.078 2.168 -1.068
C 0.585 3.657 -1.246
N 0.636 4.211 -2.685
C 1.691 3.478 -3.243
S 3.045 2.580 -3.845
C 1.229 4.591 -0.062
C 1.209 3.969 1.471
C 0.548 2.460 1.715
S 0.610 1.832 3.499
C -0.091 1.546 0.483
H -1.213 -2.054 -0.596
H 1.716 5.639 -0.284
H 1.657 4.549 2.384
H 1.928 1.507 3.861
C -1.105 -5.454 1.001
O -1.741 -6.455 0.715
N 0.191 -5.494 1.361
N -1.642 -4.220 0.984
H 0.732 -4.680 1.601
H 0.634 -6.403 1.387
H -2.615 -4.146 0.718
H -1.134 -3.384 1.217
```

Values from the calculation:
- Highest occupied orbital energy: -9.5100 eV
- SMILES: O=C1C=C(F)C(=O)c2c(N=C=S)ccc(S)c21.NC(N)=O
- Gap between HOMO and LUMO: 6.841 eV

Density functional theory data (ωB97M-V with the def2-TZVPD basis set) for a single C12H8N6O4 molecule.

XYZ file:
```
30
C12H8N6O4, DFT ωB97M-V with the def2-TZVPD basis set
N -4.396 3.860 0.567
C -3.646 2.949 0.533
C -2.716 1.852 0.486
C -2.985 0.610 -0.161
C -2.143 -0.499 0.045
N -2.558 -1.764 -0.423
O -3.694 -1.910 -0.968
O -1.764 -2.751 -0.328
C -0.834 -0.435 0.753
C -0.684 0.840 1.410
N 0.369 1.174 2.242
O 1.342 0.562 2.634
O -0.042 2.371 2.844
N -1.225 2.886 2.235
C -1.514 1.944 1.293
H -3.906 0.444 -0.703
H -0.638 -1.384 1.398
N 0.608 -0.585 0.016
C 0.794 0.051 -1.144
C 1.986 -0.083 -1.893
C 3.038 -0.861 -1.413
N 4.192 -1.040 -2.136
C 2.784 -1.581 -0.245
C 1.585 -1.387 0.462
H -0.046 0.651 -1.505
H 2.008 0.406 -2.858
H 4.923 -1.602 -1.730
H 4.343 -0.479 -2.952
H 3.451 -2.333 0.142
H 1.367 -1.906 1.400
```

Values from the calculation:
- Highest occupied orbital energy: -7.9472 eV
- Gap between HOMO and LUMO: 7.254 eV

For reference, max |F| by record: 0.83 3.69 5.69 8.09 0.10 8.76 3.93 eV/Å.